Density functional theory data (ωB97M-V with the def2-TZVPD basis set) for a 3-piece molecular cluster, C16H34NO3 overall.

```
54
Properties=species:S:1:pos:R:3:forces:R:3
C 2.6764 -4.1042 3.1658 -0.60 -0.72 0.11
C 1.1858 -4.5728 3.2589 1.67 0.21 0.10
O 0.4373 -4.2636 2.0863 -0.48 0.09 0.41
C 0.3533 -2.8589 1.8452 0.04 0.18 -0.50
C -1.0669 -2.4381 1.4002 -0.34 1.14 0.28
C -1.9347 -1.8488 2.5761 0.35 -1.30 -0.53
C -2.4594 -3.0407 3.4350 0.12 0.89 0.06
C -3.1249 -4.1856 2.6356 -0.03 0.23 1.99
N -2.3468 -4.6367 1.4494 -1.11 -0.14 -0.78
C -1.7955 -3.5421 0.6054 1.71 0.99 -0.76
H 2.7665 -3.0133 3.0523 0.09 -0.46 0.03
H 3.1738 -4.4277 4.0961 -0.14 0.33 -0.30
H 3.1801 -4.6428 2.3442 -0.22 0.46 0.20
H 0.7479 -4.1018 4.1588 -0.17 -0.28 -0.34
H 1.2134 -5.6675 3.3518 -0.37 0.36 0.05
H 1.0554 -2.6079 1.0303 -0.16 -0.09 0.30
H 0.6753 -2.2922 2.7373 -0.28 -0.17 -0.30
H -0.9378 -1.5849 0.6909 0.01 -0.68 0.26
H -1.2710 -1.2030 3.1699 -0.37 -0.22 -0.06
H -2.7495 -1.2146 2.1912 0.19 -0.37 0.05
H -1.6271 -3.4097 4.0597 -0.34 -0.08 -0.34
H -3.2210 -2.6449 4.1306 0.28 -0.40 -0.20
H -3.1897 -5.0508 3.3200 -0.10 0.27 -0.46
H -4.1604 -3.9022 2.3907 0.56 -0.15 -0.56
H -1.6197 -5.3160 1.6878 0.34 0.54 0.31
H -2.9995 -5.1553 0.8556 0.09 -0.07 0.06
H -2.5427 -3.0742 -0.0528 -0.24 -0.50 0.59
H -1.0443 -4.0071 -0.0597 -0.47 0.06 0.24
C 1.6064 1.8786 -1.5133 -0.06 0.15 -0.28
C 1.1209 2.3175 -0.1435 0.13 -0.06 0.26
C -0.2936 1.7653 -0.1201 -0.21 0.09 -0.12
O -0.2868 0.5772 -0.9271 0.12 0.00 0.13
C 0.9476 0.5186 -1.6598 0.06 -0.21 0.06
H 2.6909 1.8359 -1.6018 -0.03 0.00 0.00
H 1.2287 2.5631 -2.2773 0.08 0.00 0.01
H 1.7229 1.8399 0.6352 -0.02 0.05 0.00
H 1.1583 3.3950 0.0113 -0.02 -0.03 -0.03
H -1.0036 2.4709 -0.5632 0.01 0.04 0.07
H -0.6328 1.5192 0.8887 -0.04 -0.07 -0.04
H 1.5662 -0.2719 -1.2184 0.06 0.01 -0.07
H 0.7428 0.2590 -2.6992 -0.09 -0.03 0.05
C 0.0455 5.7525 -4.9299 -0.24 -0.17 0.02
C 0.3714 7.0030 -4.1325 0.10 0.24 -0.10
C 1.2036 6.4398 -2.9937 0.02 -0.13 0.19
O 1.8860 5.2897 -3.5111 -0.23 0.06 -0.08
C 1.3255 4.9478 -4.7858 0.26 0.03 -0.07
H -0.2169 5.9493 -5.9688 0.03 -0.01 0.02
H -0.7875 5.2195 -4.4623 0.01 0.01 -0.04
H 0.9767 7.6827 -4.7379 -0.03 0.00 0.04
H -0.5076 7.5464 -3.7873 0.02 -0.02 0.01
H 0.5695 6.1125 -2.1618 -0.03 0.09 0.02
H 1.9339 7.1548 -2.6124 0.05 -0.09 0.00
H 2.0529 5.2176 -5.5585 -0.05 -0.05 -0.06
H 1.1540 3.8706 -4.8319 0.07 0.00 0.06
```
Forces are in eV/Å.

* Kohn-Sham gap: 8.1 eV
* E_HOMO: -0.4020 Eh
* total charge: +1

Here are the natural (NBO) charges for atoms 1 to 5, given in e:
1 C -0.64
2 C -0.07
3 O -0.59
4 C -0.08
5 C -0.27

Density functional theory data (ωB97M-V with the def2-TZVPD basis set) for C17H33BrN4O2SiTc as an isolated structure.

```
59
Properties=species:S:1:pos:R:3:forces:R:3
Tc -0.2056 1.0662 0.2277 0.26 -0.35 0.24
N -1.4080 -0.0278 1.6460 -0.64 0.73 0.25
C -2.8614 0.3379 1.5157 0.53 0.08 0.06
C -3.1062 0.7963 0.0979 0.21 0.40 -0.22
N -2.1615 1.9313 -0.2766 0.11 -0.16 0.00
C -2.0928 2.1130 -1.7775 -0.44 -0.09 0.48
C -0.8440 2.8543 -2.1517 0.41 -0.08 0.19
N 0.3399 2.1033 -1.6191 -0.32 -0.07 -0.25
C -2.4999 3.2154 0.4418 -0.16 -0.41 -0.39
C -1.6636 3.3979 1.6799 0.41 -0.09 -0.13
N -0.2759 2.9615 1.3598 -0.46 0.13 0.27
H -1.3433 -0.9558 1.2388 -0.03 -0.58 -0.09
H -1.1364 -0.1206 2.6174 0.04 0.26 0.14
H -3.1219 1.1115 2.2285 0.02 0.08 0.13
H -3.4894 -0.5218 1.7325 -0.04 -0.13 -0.01
H -4.1357 1.1254 -0.0229 -0.12 0.09 -0.09
H -2.9333 -0.0348 -0.5875 0.08 0.10 -0.03
H -2.9708 2.6405 -2.1472 -0.15 0.04 0.06
H -2.0880 1.1220 -2.2293 -0.01 -0.07 0.04
H -0.8339 3.8485 -1.7131 0.06 0.11 0.04
H -0.7952 2.9848 -3.2291 0.08 -0.05 -0.12
H 1.1481 2.7116 -1.6353 0.22 0.08 0.11
H 0.5602 1.3252 -2.2385 0.00 -0.04 -0.11
H -3.5553 3.2298 0.7028 -0.17 -0.05 -0.08
H -2.3375 4.0443 -0.2419 0.05 0.01 -0.10
H -2.0149 2.7980 2.5066 -0.05 -0.16 0.15
H -1.6964 4.4356 1.9993 0.04 0.14 0.05
H 0.2540 2.9088 2.2209 0.04 -0.01 0.15
H 0.1812 3.6904 0.8232 0.13 0.12 -0.09
Br 2.1988 -6.0089 -4.1971 0.12 -0.21 -0.17
C 1.3283 -4.6920 -3.2083 0.00 -0.10 -0.01
C 1.6477 -3.3616 -3.4266 -0.02 0.40 0.07
C 1.0208 -2.3886 -2.6678 0.10 0.05 -0.15
C 0.0754 -2.7435 -1.7022 0.11 0.21 -0.06
C -0.2441 -4.0872 -1.5109 -0.06 -0.21 -0.02
C 0.3817 -5.0644 -2.2660 -0.25 0.00 0.27
C -0.5571 -1.7450 -0.8358 0.65 0.76 -0.17
O -1.3908 -2.0057 0.0099 -0.37 -0.45 -0.42
O -0.0939 -0.4539 -0.9825 -0.63 -0.91 -0.11
H 2.3794 -3.0978 -4.1804 -0.06 0.00 0.08
H 1.2670 -1.3460 -2.8289 -0.01 -0.08 0.02
H -0.9846 -4.3576 -0.7680 0.06 -0.01 -0.04
H 0.1410 -6.1115 -2.1253 0.02 0.11 0.00
C 1.0678 -1.7836 2.2046 -0.65 -0.39 0.08
Si 2.3450 -0.5895 1.6417 -0.21 0.25 0.01
C 3.4200 -1.2804 0.3460 0.35 -0.33 -0.64
C 3.2744 -0.0117 3.1087 0.45 0.12 0.56
C 1.6898 1.1053 0.9081 -0.09 1.14 -0.34
H 1.6054 -2.7011 2.4811 -0.13 0.13 0.02
H 0.3153 -2.0708 1.4545 0.42 -0.02 0.41
H 0.5581 -1.4255 3.1128 0.13 -0.19 -0.19
H 3.9317 -2.1628 0.7559 -0.05 0.15 -0.17
H 4.1847 -0.5575 0.0355 -0.10 -0.19 0.03
H 2.8511 -1.5979 -0.5392 0.17 0.02 0.15
H 3.7382 -0.8909 3.5860 -0.09 0.30 -0.04
H 2.6052 0.4563 3.8436 0.20 -0.08 -0.08
H 4.0764 0.6949 2.8550 -0.18 -0.16 0.11
H 1.9010 1.8603 1.6752 0.12 -0.28 -0.09
H 2.3539 1.3260 0.0514 -0.10 -0.06 0.26
```
Forces are in eV/Å.

* Kohn-Sham gap (alpha / beta): 5.8 / 6.2 eV
* E_HOMO (alpha / beta): -0.5038 / -0.5039 Eh
* total charge: +2
* spin multiplicity: 2

Here are the natural (NBO) charges for atoms 1 to 5, given in e:
1 Tc 1.12
2 N -0.79
3 C -0.24
4 C -0.24
5 N -0.39

Density functional theory data (ωB97M-V with the def2-TZVPD basis set) for a 2-piece molecular cluster, C4H11N2 overall.

```
17
Properties=species:S:1:pos:R:3:forces:R:3
C -1.1118 -1.4015 0.2911 0.30 -0.20 -4.74
C -0.8573 -1.9456 -0.9697 -1.96 0.60 3.77
C -0.6152 0.1947 1.9221 -0.93 -1.73 -1.97
N -0.3650 -0.3166 0.7682 0.67 -0.56 1.51
H -2.0664 -1.5716 0.7179 -0.70 -0.05 0.67
H 0.0884 -1.9534 -1.4320 0.83 0.45 -0.73
H -1.7025 -2.4920 -1.3946 0.67 -0.28 0.08
H 0.0637 0.8497 2.3222 1.31 1.90 0.86
H -1.5025 -0.0988 2.4528 -0.15 -0.19 0.34
H 0.5370 0.0626 0.0980 -0.10 -0.12 0.11
C 0.9097 2.0776 -0.9774 0.16 0.81 -2.10
N 1.5188 0.7539 -0.6927 1.41 -0.01 -0.62
H 1.6379 2.7674 -1.5070 -0.79 -0.80 0.67
H 0.6282 2.5539 -0.0537 -0.21 0.09 0.32
H 0.0089 2.0027 -1.6671 1.07 -0.19 1.03
H 1.9316 0.3407 -1.5788 -0.84 0.54 1.41
H 2.3475 0.9262 -0.0825 -0.74 -0.28 -0.61
```
Forces are in eV/Å.

* Kohn-Sham gap: 9.3 eV
* E_HOMO: -0.5128 Eh
* total charge: +1

Here are the natural (NBO) charges for atoms 1 to 5, given in e:
1 C -0.07
2 C -0.29
3 C 0.08
4 N -0.43
5 H 0.22

Q: Look up the total charge of the first one.
A: +1

Q: total charge of number 3 (C4H11N2)?
A: +1

Q: total charge of number 3 (C4H11N2)?
A: +1